A molecular structure, C2F6MnNO4S2Te4, computed with ωB97M-V with the def2-TZVPD basis set.

Geometry as XYZ:
```
20
Properties=species:S:1:pos:R:3
Mn -0.42216 0.71801 0.82337
F 4.63535 2.13103 1.04267
C 3.37033 2.18418 0.63150
F 3.36115 2.41332 -0.67668
F 2.75978 3.16037 1.27155
S 2.59244 0.50663 0.95316
O 1.72349 0.15803 -0.15933
O 3.69789 -0.35341 1.22767
N 1.64667 0.84835 2.20366
S 1.16131 -0.35468 3.13352
O 2.16297 -1.02503 3.89232
O 0.15776 -1.12115 2.41120
C 0.18146 0.66529 4.31776
F 0.95204 1.53176 4.96062
F -0.39392 -0.14476 5.20024
F -0.76961 1.33225 3.65744
Te -3.00370 0.16702 0.18895
Te -3.73148 2.55162 1.20562
Te -2.30062 4.33011 -0.36445
Te -0.00796 2.97396 -0.83091
```

- HOMO level (spin up / spin down) (eV) = -3.91 / -3.90
- charge = -1
- DFT total energy (a.u.) = -4050.73613
- M (g mol⁻¹) = 845.49
- spin multiplicity = 6
- ⟨S²⟩ = 8.758
- gap between HOMO and LUMO (spin up / spin down) (eV) = 6.14 / 6.03